Entry 1:
A structure of composition C26H24F6MnN3OPS4. Source: OMol25; level of theory: the ωB97M-V functional and the def2-TZVPD basis.

Structure (ORCA input):
```
! wB97M-V def2-TZVPD RIJCOSX def2/J DEFGRID3
* xyz 0 4
Mn 0.043 -0.263 0.129
S 1.196 1.816 0.868
S 1.974 2.651 -0.733
S 0.778 2.231 -2.321
S 0.076 0.325 -2.027
P 2.559 -2.158 1.160
F -0.055 -4.167 0.029
F -1.903 -5.069 -0.603
F -3.834 -2.385 0.191
F -3.803 -3.524 -1.645
F -3.473 -1.391 -1.689
F -1.831 -3.914 1.222
O -1.272 -1.593 -0.123
N 1.537 -1.088 0.678
N -3.445 1.181 1.769
N -1.616 0.802 0.662
C 3.133 -4.843 0.486
C 6.596 -1.728 1.738
C 3.315 -5.863 -0.438
C 2.619 -3.319 -1.309
C -1.380 -3.967 -0.040
C 5.708 0.423 1.131
C -2.415 1.628 -0.097
C 6.787 -0.375 1.482
C 1.413 -3.563 5.379
C 0.823 -4.153 4.269
C 4.241 -1.478 1.299
C -2.260 0.536 1.779
C 2.780 -3.569 0.051
C 2.773 -2.206 3.932
C 2.387 -2.589 5.209
C 5.328 -2.279 1.645
C 1.204 -3.770 2.991
C 2.187 -2.798 2.815
C -1.067 -2.817 -2.232
C -3.558 1.877 0.584
C -3.213 -2.508 -0.993
C 2.804 -4.339 -2.229
C -1.795 -0.374 2.860
C 4.435 -0.128 1.041
C -1.677 -2.677 -0.837
C 3.150 -5.612 -1.793
H -1.805 0.124 3.831
H 0.011 -2.928 -2.133
H -4.133 1.135 2.500
H 3.582 0.481 0.773
H -1.471 -3.674 -2.769
H -2.103 1.962 -1.071
H 2.330 -2.326 -1.638
H 3.532 -1.443 3.809
H 0.733 -4.227 2.134
H 1.114 -3.862 6.376
H -0.780 -0.709 2.654
H -2.430 -1.260 2.908
H 7.438 -2.354 2.008
H -4.425 2.466 0.344
H 0.060 -4.911 4.393
H 2.850 -2.125 6.071
H 5.187 -3.336 1.838
H 3.249 -5.047 1.543
H 2.672 -4.142 -3.285
H 5.855 1.477 0.927
H 7.778 0.054 1.552
H 3.578 -6.857 -0.097
H 3.287 -6.412 -2.510
H -1.277 -1.910 -2.795
*
```

Results
Energy in hartree: -4929.0580
HOMO energy (alpha / beta) in eV: -7.56 / -7.66
F_max in Eh/bohr: 0.01150
Lowest unoccupied orbital energy (alpha / beta) in hartree: -0.011 / -0.068

=====

Entry 2:
A cluster of 10 separate species, C15H39BrN13O19 in total in a non-equilibrium geometry. Source: OMol25; level of theory: the ωB97M-V functional and the def2-TZVPD basis.

Structure (ORCA input):
```
! wB97M-V def2-TZVPD RIJCOSX def2/J DEFGRID3
* xyz 1 1
Br -0.186 -0.023 2.317
O 0.200 -3.878 6.264
O -4.131 -0.153 1.997
O -0.747 -1.323 -3.968
O 3.188 -6.167 -2.056
O -3.219 4.814 -2.588
O -0.412 2.388 -6.694
O -2.235 4.932 -0.671
O -1.036 -3.041 -5.247
O -2.983 -1.982 1.954
O -2.237 -7.717 8.519
O -1.570 -3.775 5.029
O -1.484 4.264 -6.733
O 2.699 0.270 -3.325
O -3.282 -7.933 6.639
O -0.420 8.032 2.728
O -1.060 1.774 -2.191
O 1.393 -4.974 -1.834
O -0.679 7.528 0.644
O 2.435 2.266 -4.108
N -1.158 3.219 -6.209
N -2.431 -7.439 7.353
N -1.004 7.484 1.818
N -3.742 -1.192 2.488
N 2.954 1.174 -4.114
N 2.442 -5.450 -1.432
N -2.384 5.265 -1.835
N -0.460 -2.444 -4.372
N 3.351 -0.526 0.233
N 2.360 0.324 -0.084
N 1.923 -1.679 -0.733
N -0.383 -3.619 5.232
N 3.068 -1.684 -0.151
C 0.163 1.059 -2.290
C -1.459 6.307 -2.363
C 1.465 0.997 2.595
C -1.547 -6.400 6.755
C -1.704 2.918 -4.856
C 0.417 -3.055 4.110
C -4.225 -1.544 3.854
C -2.217 6.685 2.151
C 0.155 -0.088 -1.266
C 3.981 0.896 -5.155
C 1.646 2.126 1.595
C 0.696 -3.125 -3.727
C 2.816 -5.060 -0.046
C 1.481 -0.415 -0.687
C 2.282 1.749 0.215
H -0.526 -6.764 6.832
H 0.728 2.669 1.397
H 2.315 0.332 2.690
H -3.353 -1.632 4.496
H -2.266 1.992 -4.929
H -2.382 6.737 3.221
H 1.795 2.303 -0.575
H -0.583 0.039 -0.483
H -1.317 1.894 -1.270
H -0.006 -2.081 3.872
H -1.678 -5.487 7.323
H -4.886 -0.757 4.198
H 3.629 0.054 -5.743
H 1.449 -2.968 4.433
H -2.345 3.735 -4.548
H 4.908 0.654 -4.642
H 1.430 -3.323 -4.503
H 2.312 2.841 2.071
H -2.031 5.665 1.832
H 2.871 -3.975 -0.069
H 0.327 -3.734 3.267
H 1.101 -2.468 -2.967
H -4.750 -2.491 3.780
H 3.767 -5.512 0.214
H -0.447 5.923 -2.268
H -1.709 6.496 -3.400
H -1.592 7.198 -1.757
H 1.332 1.454 3.566
H 0.179 0.686 -3.305
H 2.029 -5.404 0.618
H -1.831 -6.256 5.720
H -0.864 2.813 -4.184
H -0.158 -0.985 -1.797
H 3.308 2.107 0.241
H 4.095 1.780 -5.770
H 0.333 -4.041 -3.296
H 4.204 -0.312 0.735
H -3.053 7.115 1.609
H 1.007 1.733 -2.195
*
```

Results
Energy in hartree: -5309.1606
HOMO energy in eV: -12.27
F_max in Eh/bohr: 0.04988
Lowest unoccupied orbital energy in hartree: -0.156

=====

Entry 3:
A cluster of 2 separate species, CH5N3O in total in a non-equilibrium geometry. Source: OMol25; level of theory: the ωB97M-V functional and the def2-TZVPD basis.

Structure (ORCA input):
```
! wB97M-V def2-TZVPD RIJCOSX def2/J DEFGRID3
* xyz 0 1
O 2.658 1.115 -0.437
N 0.865 -0.269 0.069
N -1.761 0.218 -0.641
N -2.954 0.126 -0.558
C 2.133 0.200 0.159
H 2.652 -0.311 0.986
H 0.742 -1.212 0.425
H -1.287 0.054 0.252
H -3.254 0.051 0.452
H 0.206 0.028 -0.707
*
```

Results
Energy in hartree: -280.5394
HOMO energy in eV: -9.90
F_max in Eh/bohr: 0.05906
SMILES string: [H]/N=N\[H].NC=O
ΔE to the lowest compared entry with this formula, charge and spin in kJ/mol: 170.81
Lowest unoccupied orbital energy in hartree: 0.018

=====

Entry 4:
A cluster of 2 separate species, C3H10N2 in total in a non-equilibrium geometry. Source: OMol25; level of theory: the ωB97M-V functional and the def2-TZVPD basis.

Structure (ORCA input):
```
! wB97M-V def2-TZVPD RIJCOSX def2/J DEFGRID3
* xyz 0 1
N 1.180 -3.678 2.443
N 0.997 1.919 -1.796
C -1.146 2.473 -0.845
C 0.016 -4.006 1.828
C -0.058 1.498 -0.833
H -1.837 2.421 -1.736
H -1.637 2.383 0.155
H 1.064 -3.911 3.419
H -0.595 3.454 -0.710
H 2.015 1.762 -1.558
H -0.936 -4.059 2.282
H 0.910 1.584 -2.740
H 0.164 -3.768 0.788
H -0.459 0.438 -0.980
H 0.320 1.490 0.283
*
```

Results
Energy in hartree: -229.7232
HOMO energy in eV: -9.09
F_max in Eh/bohr: 0.13041
SMILES string: C=N.CCN
ΔE to the lowest compared entry with this formula, charge and spin in kJ/mol: 225.86
Lowest unoccupied orbital energy in hartree: 0.032

=====

Entry 5:
A cluster of 2 separate species, C8H10O2 in total in a non-equilibrium geometry. Source: OMol25; level of theory: the ωB97M-V functional and the def2-TZVPD basis.

Structure (ORCA input):
```
! wB97M-V def2-TZVPD RIJCOSX def2/J DEFGRID3
* xyz 0 1
O -0.007 2.441 0.283
O 1.078 1.665 2.164
C -1.060 0.798 1.499
C -1.142 -2.058 -1.388
C -0.904 -0.745 -1.873
C 0.211 0.018 -1.603
C 0.949 -1.732 -0.062
C -0.176 -2.431 -0.460
C 0.049 1.675 1.212
C 1.090 -0.446 -0.636
H -1.973 -2.723 -1.985
H -1.195 0.800 2.527
H 1.693 2.196 1.681
H -0.268 -3.480 -0.107
H -1.666 -0.529 -2.557
H -1.036 -0.305 1.205
H 0.243 1.119 -1.915
H 1.653 -1.944 0.781
H 1.888 0.254 -0.454
H -2.011 1.283 1.124
*
```

Results
Energy in hartree: -461.2757
HOMO energy in eV: -9.45
F_max in Eh/bohr: 0.07808
SMILES string: c1ccccc1.CC(=O)O
ΔE to the lowest compared entry with this formula, charge and spin in kJ/mol: 164.99
Lowest unoccupied orbital energy in hartree: 0.029

=====

Entry 6:
A structure of composition C33H50BrCrF3N4OSi. Source: OMol25; level of theory: the ωB97M-V functional and the def2-TZVPD basis.

Structure (ORCA input):
```
! wB97M-V def2-TZVPD RIJCOSX def2/J DEFGRID3
* xyz 2 5
Br 0.597 -0.950 0.763
Cr 0.589 0.920 -0.887
Si 0.380 -0.589 3.234
F 7.118 -1.343 -1.087
F 6.617 -1.611 -3.181
F 7.369 0.296 -2.480
O -4.721 -1.896 -2.097
N -1.487 0.948 -0.998
N -3.896 -1.333 -4.134
N 0.629 2.678 -2.010
N 2.637 0.637 -1.321
C -3.612 2.013 -0.840
C -2.056 0.778 2.753
C 1.432 3.667 -1.581
C 6.598 -0.749 -2.165
C 1.530 4.881 -2.225
C 5.187 -0.274 -1.874
C -0.533 -2.190 3.648
C 0.776 5.091 -3.371
C 2.763 0.946 3.601
C -0.620 1.024 3.237
C -4.177 1.030 -1.636
C 2.241 -0.809 5.279
C -4.685 -2.401 -4.772
C 2.919 0.041 -2.488
C -3.378 -0.001 -2.118
C -1.784 -1.260 -5.451
C -0.674 1.500 4.710
C 3.634 0.807 -0.440
C -0.035 2.170 2.400
C 0.420 -3.396 3.566
C -4.039 -1.176 -2.805
C 4.918 0.366 -0.674
C 2.190 -0.466 3.772
C -0.094 2.888 -3.121
C -1.060 -2.060 5.095
C -0.047 4.072 -3.827
C 3.115 -1.428 3.005
C -4.119 -3.795 -4.549
C -2.047 -0.009 -1.761
C -3.027 -0.518 -4.977
C -1.724 -2.506 2.725
C 4.179 -0.425 -2.807
C -2.265 1.940 -0.546
H -1.236 -1.685 -4.606
H 2.803 -2.466 3.068
H -1.527 -3.008 5.377
H 3.821 0.926 3.880
H -0.149 -4.295 3.814
H -1.402 -0.829 -2.062
H -3.112 -3.892 -4.957
H -4.734 -2.164 -5.834
H -2.046 -2.077 -6.122
H 2.103 -0.061 -3.195
H 4.117 -1.359 3.439
H -2.127 -3.477 3.023
H -1.079 0.739 5.379
H 4.361 -0.901 -3.760
H -4.098 -4.031 -3.487
H 1.601 -0.156 5.877
H 1.247 -3.337 4.270
H 3.387 1.314 0.482
H 5.690 0.507 0.071
H 0.082 1.889 1.347
H -5.693 -2.347 -4.363
H 0.822 6.038 -3.892
H -4.755 -4.528 -5.046
H -2.533 -1.786 2.806
H 3.187 -1.164 1.949
H -1.821 -1.284 5.190
H -2.091 0.305 1.770
H 2.698 1.290 2.568
H -5.234 1.047 -1.871
H 1.963 -1.841 5.485
H -2.745 0.376 -4.421
H 2.276 1.679 4.242
H -3.610 -0.188 -5.838
H -0.640 4.186 -4.723
H -2.619 0.160 3.450
H 3.267 -0.671 5.632
H 0.822 -3.532 2.559
H -0.731 3.015 2.440
H -1.431 -2.584 1.679
H 2.193 5.643 -1.841
H -0.270 -1.858 5.821
H -4.209 2.819 -0.437
H 2.015 3.468 -0.689
H -1.325 2.375 4.782
H -2.577 1.740 2.690
H -1.126 -0.583 -5.998
H 0.921 2.527 2.770
H -1.786 2.686 0.076
H 0.308 1.789 5.088
H -0.735 2.076 -3.444
*
```

Results
Energy in hartree: -5788.9579
HOMO energy (alpha / beta) in eV: -13.82 / -13.82
F_max in Eh/bohr: 0.01419
ΔE to the lowest compared entry with this formula, charge and spin in kJ/mol: 0.00
Lowest unoccupied orbital energy (alpha / beta) in hartree: -0.200 / -0.213

=====

Entry 7:
A structure of composition C43H69MnN5O2 in a non-equilibrium geometry. Source: OMol25; level of theory: the ωB97M-V functional and the def2-TZVPD basis.

Structure (ORCA input):
```
! wB97M-V def2-TZVPD RIJCOSX def2/J DEFGRID3
* xyz -2 6
Mn -0.543 0.634 1.431
O -0.047 0.393 -0.730
O -2.541 0.108 1.716
N 2.566 1.444 0.658
N 0.472 3.864 0.314
N -0.634 -0.902 4.313
N 0.360 1.709 2.668
N -0.233 -1.847 1.433
C 5.050 -1.725 -1.700
C -4.284 1.467 -0.332
C 3.352 2.510 0.089
C 3.605 -1.264 -1.577
C -3.845 0.000 -0.298
C -3.078 -2.683 -0.507
C 2.993 3.872 0.691
C -3.668 2.347 0.759
C 1.000 -0.210 -1.131
C -6.199 -3.037 -2.253
C -4.183 -4.472 -2.488
C 1.874 1.123 -4.671
C 1.193 2.327 3.441
C -4.679 -3.022 -2.488
C 1.747 0.143 -2.303
C -4.014 -2.183 -1.408
C -4.342 -0.831 -1.279
C -2.552 -1.906 0.498
C 1.459 -1.402 -0.467
C 1.018 0.876 -3.421
C 0.339 -1.933 3.996
C 2.403 1.708 3.956
C 2.741 -1.866 -0.661
C -5.815 1.536 -0.175
C 3.030 -0.345 -2.459
C 3.313 2.385 4.723
C -1.555 -2.499 1.461
C -0.140 -0.026 5.357
C 5.886 -0.815 -2.607
C 0.619 -2.336 2.509
C 1.036 3.703 3.852
C -0.142 -0.049 -3.828
C -2.940 -0.535 0.684
C 5.718 -1.719 -0.317
C -1.925 -1.408 4.732
C 5.077 -3.145 -2.290
C -3.875 2.081 -1.681
C 3.121 3.721 5.075
C 1.738 4.518 0.075
C 0.459 2.214 -2.939
C 0.376 -2.241 0.148
C -4.385 -2.424 -3.873
C 1.964 4.354 4.615
H -1.832 -2.296 5.391
H 2.255 0.189 -5.082
H 5.566 -0.891 -3.645
H -6.708 -3.626 -3.017
H 6.778 -1.971 -0.399
H 0.637 -3.450 2.475
H 4.215 1.879 5.068
H -6.421 -3.466 -1.277
H -0.145 2.682 -3.718
H 3.843 4.256 5.682
H 0.494 2.911 -0.060
H 1.268 2.889 -2.669
H -3.972 2.010 1.747
H 0.102 -2.864 4.558
H -2.449 -0.627 5.279
H 1.803 5.400 4.871
H 3.069 -2.740 -0.102
H 6.937 -1.108 -2.560
H 2.584 0.668 3.692
H 5.630 -0.730 0.127
H -0.866 0.767 5.519
H -0.832 -0.151 -2.997
H 4.601 -3.139 -3.270
H -0.454 -2.207 -0.566
H -4.293 1.528 -2.519
H 1.661 5.544 0.472
H 0.148 4.225 3.516
H -3.113 -4.507 -2.679
H 0.333 3.725 1.315
H -6.115 1.044 0.748
H 2.894 0.539 0.343
H 0.785 0.449 5.051
H 4.443 2.354 0.239
H 1.303 -1.579 4.375
H 2.831 3.756 1.766
H 0.717 -3.297 0.222
H 2.580 1.473 1.672
H 0.246 -1.036 -4.076
H -6.324 1.042 -1.000
H -2.569 2.324 0.720
H 1.870 4.591 -1.013
H -1.434 -3.582 1.245
H 1.629 -1.990 2.261
H -0.153 2.044 -2.057
H -4.214 3.116 -1.749
H 4.525 -3.832 -1.652
H 2.714 1.779 -4.451
H -4.769 -1.410 -3.945
H -2.791 2.067 -1.762
H -4.844 -3.021 -4.664
H 5.802 0.220 -2.287
H 6.098 -3.513 -2.399
H 5.248 -2.434 0.352
H 0.016 -0.575 6.305
H 3.615 -0.018 -3.305
H -6.152 2.573 -0.141
H 1.262 1.605 -5.435
H -0.684 0.345 -4.687
H -2.563 -1.659 3.891
H -2.742 -3.712 -0.568
H -6.600 -2.027 -2.275
H 3.838 4.556 0.550
H -3.997 3.380 0.622
H -1.938 -2.402 2.471
H -3.311 -2.387 -4.040
H 3.178 2.517 -0.998
H -5.046 -0.423 -1.995
H -4.691 -5.045 -3.266
H -4.385 -4.947 -1.530
*
```

Results
Energy in hartree: -3255.1851
HOMO energy (alpha / beta) in eV: 0.11 / -0.22
F_max in Eh/bohr: 0.03340
ΔE to the lowest compared entry with this formula, charge and spin in kJ/mol: 30.60
Lowest unoccupied orbital energy (alpha / beta) in hartree: 0.151 / 0.151